1.
Molecular formula: C3H5O4Pr
Method: DFT, ωB97M-V/def2-TZVPD

For the HOMO-LUMO gap (alpha / beta), the calculation gives 0.241 / 0.298 Ha. Its charge is +2. Its expectation value of S² is 2.0083. The value obtained for the relative energy (zero: lowest compared OMol25 entry of this formula, charge and spin) is 58.8 kcal/mol. The HOMO energy (alpha / beta) comes out at -18.4 / -18.4 eV. As for the spin multiplicity: 3.

Each line ends with the Mulliken spin population.
Geometry (Å):
1 O 2.4032 -1.9542 3.0800  -0.001
2 H -2.1838 -0.3347 1.2424  0.000
3 H 1.1053 -0.7507 -0.6956  0.000
4 C 2.7022 0.3389 0.3547  0.000
5 H 3.3256 0.2639 -0.5386  0.000
6 Pr -0.5508 -2.3989 2.5520  2.051
7 C 2.5794 -1.4513 1.9883  -0.001
8 C 1.3918 -0.3175 0.2668  -0.002
9 H 2.7046 1.3298 0.8163  0.000
10 H 0.1477 0.1733 0.5839  0.001
11 O 1.4526 -1.4479 1.1639  -0.002
12 O -1.3076 -0.4929 1.5963  -0.045
13 O 3.4211 -0.5783 1.5879  -0.001

Cartesian forces (eV/Å) of the 2 atoms listed first:
O -0.2 -1.3 -0.2
H -0.6 0.4 -0.2

=====

2.
Molecular formula: C3H5O4S
Method: DFT, ωB97M-V/def2-TZVPD

For the HOMO-LUMO gap, the calculation gives 0.300 Ha. Its charge is -1. The value obtained for the relative energy (zero: lowest compared OMol25 entry of this formula, charge and spin) is 22.2 kcal/mol. The SMILES is O=C([O-])[C@@](O)(S)CO. The HOMO energy comes out at -4.7 eV.

Each line ends with the natural charge from an NBO analysis.
Geometry (Å):
1 C -0.4734 -0.0954 -0.2057  0.044
2 S -1.4500 -1.2098 0.8893  -0.140
3 H -0.9668 -2.2540 0.1931  0.129
4 C 0.8670 -0.9229 -0.4250  0.738
5 H 1.4781 0.5351 1.4455  0.512
6 H -1.0573 -0.3916 -1.9964  0.496
7 O 0.8017 -1.5112 -1.5255  -0.772
8 H -0.9034 1.9683 0.8541  0.170
9 H 0.3617 1.7201 -0.4057  0.141
10 C -0.1115 1.2813 0.5845  -0.068
11 O 1.8570 -0.6016 0.2335  -0.751
12 O 0.7542 1.1905 1.6755  -0.767
13 O -1.1575 0.2913 -1.3171  -0.731

Cartesian forces (eV/Å) of the 2 atoms listed first:
C 0.6 0.9 3.8
S -0.1 -0.3 -0.1

=====

3.
Molecular formula: C3H5O4Tl
Method: DFT, ωB97M-V/def2-TZVPD

For the HOMO-LUMO gap (alpha / beta), the calculation gives 0.203 / 0.239 Ha. Its charge is -1. Its expectation value of S² is 0.7704. The value obtained for the relative energy (zero: lowest compared OMol25 entry of this formula, charge and spin) is 138.9 kcal/mol. The HOMO energy (alpha / beta) comes out at -2.1 / -3.2 eV. As for the spin multiplicity: 2.

Each line ends with the Mulliken spin population.
Geometry (Å):
1 H -2.7713 0.2532 0.8631  0.001
2 C -1.7612 -0.1686 0.7830  -0.019
3 H -2.2841 -2.2087 0.8960  0.008
4 O -0.4513 -2.0095 -0.0686  0.039
5 O 3.4199 -0.5868 -0.3085  0.695
6 O -1.0329 0.6907 -0.1205  0.026
7 Tl 1.2633 -0.9020 -0.2901  0.225
8 H 0.3955 3.0150 -0.6186  0.000
9 H -1.2292 -0.1688 1.7444  -0.002
10 O 0.2158 2.3496 0.0545  0.009
11 H -2.3499 -1.5323 -0.7481  0.005
12 C -1.7219 -1.5676 0.1752  0.021
13 C -1.0501 1.9835 -0.0375  -0.010

Cartesian forces (eV/Å) of the 2 atoms listed first:
H 0.0 -0.3 0.3
C -0.6 0.1 -0.5

=====

4.
Molecular formula: C3H5O4Zn
Method: DFT, ωB97M-V/def2-TZVPD

For the HOMO-LUMO gap, the calculation gives 0.346 Ha. Its charge is +1. The value obtained for the relative energy (zero: lowest compared OMol25 entry of this formula, charge and spin) is 7.8 kcal/mol. The HOMO energy comes out at -15.6 eV.

Each line ends with the natural charge from an NBO analysis.
Geometry (Å):
1 C -0.6913 -0.5267 0.0551  -0.134
2 H -1.4155 -0.8779 -0.6856  0.227
3 H -0.8633 -0.0665 2.1903  0.240
4 H -2.3542 0.2896 1.2202  0.243
5 O 0.1274 0.4534 -0.6311  -0.674
6 Zn 1.7029 0.0741 -1.6112  1.723
7 C 0.1183 1.6820 0.0022  0.988
8 O 1.0400 2.4225 -0.2156  -0.568
9 H 2.3401 -2.3017 -1.6201  0.503
10 H 0.0616 -1.4463 0.2143  0.275
11 O 1.9142 -1.6021 -1.1264  -1.290
12 O -0.7178 1.6624 0.9903  -0.436
13 C -1.2625 0.2370 1.2176  -0.095

Cartesian forces (eV/Å) of the 2 atoms listed first:
C 1.6 -3.0 -1.1
H -0.1 0.2 0.4

=====

5.
Molecular formula: C3H5OP
Method: DFT, ωB97M-V/def2-TZVPD

For the HOMO-LUMO gap (alpha / beta), the calculation gives 0.278 / 0.296 Ha. The value obtained for the relative energy (zero: lowest compared OMol25 entry of this formula, charge and spin) is 131.5 kcal/mol. The HOMO energy (alpha / beta) comes out at -9.7 / -9.5 eV.

Each line ends with the natural charge from an NBO analysis.
Geometry (Å):
1 H -0.0482 -2.2375 -1.1778  0.238
2 C -0.1066 -0.2189 -0.5975  -0.214
3 H 0.3071 -1.0870 -2.3806  0.234
4 C 0.4573 -1.2955 -1.3405  -0.687
5 H 0.2070 2.9080 -0.8161  -0.019
6 P -0.8305 3.5828 -0.0064  0.914
7 C -0.7186 0.5515 0.0907  0.140
8 H 1.5017 -1.5169 -1.1012  0.237
9 H -2.1064 3.3894 -0.6811  -0.047
10 O -0.9218 2.5015 1.0816  -0.795

Cartesian forces (eV/Å) of the 2 atoms listed first:
H -0.4 -0.2 0.3
C -0.2 0.2 0.8

=====

6.
Molecular formula: C3H5OP
Method: DFT, ωB97M-V/def2-TZVPD

For the HOMO-LUMO gap, the calculation gives 0.347 Ha. The value obtained for the relative energy (zero: lowest compared OMol25 entry of this formula, charge and spin) is 27.2 kcal/mol. The SMILES is [H]/P=C/C(C)=O. The HOMO energy comes out at -9.9 eV.

Each line ends with the natural charge from an NBO analysis.
Geometry (Å):
1 O 0.5829 0.5273 -1.6195  -0.511
2 H 1.3189 -0.4461 1.4435  0.224
3 H 2.1183 0.7636 0.8202  0.255
4 H 2.2433 -0.9005 0.0477  0.244
5 H -1.4224 -0.6795 0.9886  0.239
6 C 0.4318 0.0407 -0.5567  0.590
7 C 1.5671 -0.1279 0.4398  -0.746
8 C -1.1487 -0.1462 -0.0171  -0.760
9 H -3.4527 0.4324 -0.4699  -0.072
10 P -2.2385 0.5363 -1.0766  0.538

Cartesian forces (eV/Å) of the 2 atoms listed first:
O 0.5 0.1 -1.6
H -1.0 -0.8 0.0

=====

7.
Molecular formula: C3H5OP
Method: DFT, ωB97M-V/def2-TZVPD

For the HOMO-LUMO gap, the calculation gives 0.315 Ha. The value obtained for the relative energy (zero: lowest compared OMol25 entry of this formula, charge and spin) is 4.4 kcal/mol. The SMILES is C/C=C/P=O. The HOMO energy comes out at -9.1 eV.

Each line ends with the natural charge from an NBO analysis.
Geometry (Å):
1 P -2.6306 -0.4131 0.2034  1.310
2 H 2.2027 -0.2346 1.0308  0.226
3 H 1.5183 1.1815 -0.0928  0.218
4 C -0.8308 0.2160 -0.1805  -0.641
5 O -3.5968 0.4905 -0.3294  -0.997
6 C 0.2090 -0.5609 0.1483  -0.129
7 H 2.0860 -0.3826 -0.8340  0.226
8 H -0.7980 1.3361 -0.3971  0.228
9 C 1.6517 0.0435 0.0777  -0.654
10 H 0.1885 -1.6764 0.3736  0.212

Cartesian forces (eV/Å) of the 2 atoms listed first:
P 4.0 -2.2 0.8
H -0.4 0.5 -1.4

=====

8.
Molecular formula: C3H5OP
Method: DFT, ωB97M-V/def2-TZVPD

For the HOMO-LUMO gap (alpha / beta), the calculation gives 0.296 / 0.283 Ha. Its expectation value of S² is 2.0120. The value obtained for the relative energy (zero: lowest compared OMol25 entry of this formula, charge and spin) is 0.0 kcal/mol. The HOMO energy (alpha / beta) comes out at -7.0 / -10.4 eV. As for the spin multiplicity: 3.

Each line ends with the Mulliken spin population.
Geometry (Å):
1 P 1.7079 -2.2161 -0.1459  1.072
2 O 2.5529 -2.2156 -1.3287  0.530
3 C 0.6805 -0.5121 -0.2977  0.269
4 H -2.1714 0.9461 0.3148  0.007
5 H 0.9443 0.1152 -1.2044  0.008
6 H -0.8601 1.7530 -0.6332  0.000
7 C -0.3659 -0.1891 0.4907  0.088
8 H -0.6066 -0.8066 1.3680  0.001
9 C -1.0731 1.1598 0.3349  0.017
10 H -0.8085 1.9653 1.1016  0.009

Cartesian forces (eV/Å) of the 2 atoms listed first:
P -2.9 2.0 2.3
O 2.2 -0.4 -2.7

=====

9.
Molecular formula: C3H5OPS
Method: DFT, ωB97M-V/def2-TZVPD

For the HOMO-LUMO gap, the calculation gives 0.332 Ha. The value obtained for the relative energy (zero: lowest compared OMol25 entry of this formula, charge and spin) is 13.5 kcal/mol. The SMILES is O=C1CCSP1. The HOMO energy comes out at -9.1 eV.

Each line ends with the natural charge from an NBO analysis.
Geometry (Å):
1 C -0.6548 -0.8878 0.6236  -0.488
2 H -0.3416 -1.3271 -1.3685  0.249
3 H -1.2004 0.0313 -1.2959  0.258
4 H 0.1297 -1.2449 1.3538  0.240
5 C -0.2918 -0.4452 -0.7707  -0.577
6 O 1.6281 0.6474 -1.6803  -0.511
7 H -1.7139 -1.4315 0.7731  0.246
8 S -1.1001 0.7434 1.4620  -0.119
9 C 0.8338 0.5493 -0.7811  0.319
10 P 0.7237 1.8750 0.4985  0.381
11 H 1.9872 1.4901 1.1854  0.002

Cartesian forces (eV/Å) of the 2 atoms listed first:
C -2.5 1.2 2.6
H 1.7 -0.7 -1.0

=====

10.
Molecular formula: C3H5P
Method: DFT, ωB97M-V/def2-TZVPD

For the HOMO-LUMO gap, the calculation gives 0.308 Ha. The value obtained for the relative energy (zero: lowest compared OMol25 entry of this formula, charge and spin) is 129.8 kcal/mol. The HOMO energy comes out at -8.6 eV.

Each line ends with the natural charge from an NBO analysis.
Geometry (Å):
1 P 1.3424 -1.0009 -0.8441  0.832
2 H 2.7988 -0.4449 -1.1761  -0.059
3 H -0.7568 0.7908 1.0826  0.230
4 H -1.5169 1.3780 -0.3577  0.241
5 H -2.0629 -0.1799 0.3365  0.243
6 C -0.1160 -0.2834 -0.4477  -0.403
7 H 1.9364 -1.7012 0.2663  -0.099
8 C -1.2269 0.3906 0.1872  -0.682
9 C -0.0260 -1.6439 -1.7966  -0.302

Cartesian forces (eV/Å) of the 2 atoms listed first:
P 1.9 0.3 1.3
H -2.3 -0.1 -0.2

=====

11.
Molecular formula: C3H5P3
Method: DFT, ωB97M-V/def2-TZVPD

For the HOMO-LUMO gap, the calculation gives 0.292 Ha. The value obtained for the relative energy (zero: lowest compared OMol25 entry of this formula, charge and spin) is 93.0 kcal/mol. The HOMO energy comes out at -8.8 eV.

Each line ends with the natural charge from an NBO analysis.
Geometry (Å):
1 P -0.0194 0.0979 0.6673  0.922
2 P 2.5558 -1.2413 -0.2340  0.378
3 P 2.7482 0.9400 -0.3494  0.379
4 H 0.9169 2.3134 0.0540  0.223
5 H -0.2265 -2.7253 0.5953  0.110
6 H -2.1906 1.0119 0.1508  0.232
7 H -1.7222 -0.1648 -1.1568  0.244
8 H -2.3669 -0.5070 0.3879  0.239
9 C 1.0994 1.3011 -0.0996  -0.938
10 C -1.7398 0.1716 -0.1248  -0.864
11 C 0.9450 -1.1974 0.1094  -0.924

Cartesian forces (eV/Å) of the 2 atoms listed first:
P -0.2 1.5 -0.9
P 0.5 -0.6 -0.1

=====

12.
Molecular formula: C3H5PS
Method: DFT, ωB97M-V/def2-TZVPD

For the HOMO-LUMO gap, the calculation gives 0.357 Ha. The value obtained for the relative energy (zero: lowest compared OMol25 entry of this formula, charge and spin) is 50.5 kcal/mol. The SMILES is SP1[C@@H]2C[C@@H]21. The HOMO energy comes out at -8.9 eV.

Each line ends with the natural charge from an NBO analysis.
Geometry (Å):
1 C -0.2030 0.4910 -0.6089  -0.497
2 P -0.8313 -1.2500 -0.4181  0.649
3 H -3.4309 -1.3549 -0.1339  0.113
4 H 0.2088 -0.1039 1.9173  0.256
5 H 1.9231 1.0298 -0.1356  0.231
6 S -2.6266 -0.8933 0.6672  -0.304
7 C 1.2915 0.1822 -0.3919  -0.409
8 C 0.2479 -0.2398 0.5938  -0.512
9 H -0.9799 1.3335 -0.8793  0.271
10 H 1.7475 -0.5752 -1.1182  0.202

Cartesian forces (eV/Å) of the 2 atoms listed first:
C -1.6 0.9 -0.3
P 0.2 -0.2 -0.6